Entry 1:
2 unconnected molecules or ions with the total composition C2HBrF2O. Source: OMol25; level of theory: ωB97M-V with the def2-TZVPD basis set.

```
7
Properties=species:S:1:pos:R:3:forces:R:3
C 1.75162 0.16819 0.45171 -2.39 -2.36 -2.80
C -1.09281 -0.23970 -0.42318 0.38 -1.70 1.43
O 2.62160 -0.43206 0.03084 2.28 -0.72 -0.26
F -1.45552 -0.97351 0.73732 0.33 1.46 -2.09
F -1.46271 -0.97839 -1.48921 0.12 1.08 1.08
Br -1.72750 1.59079 -0.36598 -0.10 -0.72 -0.11
H 1.36532 0.86468 1.05850 -0.63 2.95 2.75
```
Forces are in eV/Å.

Frontier orbital gap (alpha / beta) ... 9.53 / 6.77 eV
Molar mass ... 158.93 g mol⁻¹
Energy relative to the best compared isomer or geometry (same formula, charge and spin) ... 99.2 kcal per mole
Spin multiplicity ... 1
F_max ... 4.37 eV/A

Entry 2:
A molecular structure, C10H16F12N5O18S4V. Source: OMol25; level of theory: ωB97M-V with the def2-TZVPD basis set.

```
66
Properties=species:S:1:pos:R:3:forces:R:3
O -1.13203 -2.56367 -2.08510 0.10 -0.89 -0.42
V -1.17943 -3.90456 -1.19876 0.53 0.67 -1.68
O -0.73744 -3.30663 0.16839 0.30 -0.05 1.77
C -0.16505 0.96517 3.00501 0.23 1.13 0.06
O 0.71052 1.22111 1.88997 -0.59 -0.79 -0.03
C 1.46102 0.08104 1.48083 -0.69 -1.39 -0.03
C 1.21436 -0.39927 0.00724 0.55 1.05 1.48
N -0.22302 -0.46645 -0.28846 -0.06 0.46 0.93
H -0.27881 -1.04712 -1.08523 -0.56 -0.49 -2.32
H -0.74168 -1.12050 0.30690 0.25 0.10 0.98
C -1.04779 0.76877 -0.39252 0.67 0.43 -1.43
C -2.45247 0.35557 -0.54551 0.55 -2.01 -0.24
O -2.73179 -0.39459 0.63851 -1.64 0.44 -0.27
C -4.14711 -0.62549 0.80873 -0.07 2.36 -0.89
H 0.30878 1.47282 3.85608 -0.44 -0.07 0.06
H -0.24686 -0.08326 3.25278 0.02 -0.41 -0.14
H -1.19946 1.35790 2.85326 0.87 -0.10 -0.21
H 1.15857 -0.78868 2.13876 0.54 0.76 -0.63
H 2.51647 0.27678 1.59426 0.29 0.00 0.03
H 1.58064 -1.40663 -0.11148 0.29 -0.40 0.22
H 1.75673 0.19488 -0.73685 -0.47 0.22 0.18
H -0.78359 1.39010 -1.25557 0.40 -0.51 -0.10
H -0.94509 1.45855 0.42464 0.32 -0.40 0.62
H -2.61879 -0.28430 -1.44390 0.11 0.25 0.47
H -2.92325 1.27445 -0.70038 -1.76 1.25 0.32
H -4.59833 -1.08150 -0.07505 0.18 0.02 -0.18
H -4.72364 0.36673 1.01795 1.10 -1.58 -0.26
H -4.25437 -1.29980 1.60319 -0.14 -0.81 1.27
N -3.52062 -4.61089 -2.04293 -0.92 -1.29 0.81
O -4.69923 -4.70405 -2.33746 1.35 0.41 -0.01
O -2.56849 -5.14863 -2.63012 -0.04 0.16 -0.79
O -3.15587 -4.05153 -0.93049 -0.45 0.63 0.29
N 0.67461 -5.98062 -0.79455 -1.79 2.43 -0.62
O 1.75377 -6.44814 -0.75174 0.98 -0.43 -0.84
O 0.29849 -5.09842 -1.84784 0.56 -1.02 1.60
O -0.18783 -6.09932 0.05985 -0.55 -0.30 -0.01
C -4.94602 3.94731 -2.50259 1.40 -1.65 -1.13
F -5.10003 2.66261 -2.13298 -0.58 0.23 0.70
F -3.78375 3.92257 -3.17915 0.33 0.59 -0.12
F -5.88090 4.21223 -3.40584 -0.56 0.39 0.37
S -4.82206 5.15753 -1.10841 -0.96 1.75 0.50
O -5.50409 6.31416 -1.72116 0.60 -1.80 1.27
O -5.42600 4.44870 0.04002 1.32 1.28 -1.86
N -3.28242 5.61032 -1.04367 -0.37 -0.89 0.88
S -2.10008 4.79422 -0.29955 -1.06 2.48 -1.63
O -1.75697 5.26873 1.00060 0.12 0.22 0.24
O -2.22718 3.40003 -0.49455 0.37 -1.87 -0.30
C -0.65037 5.49234 -1.37451 -1.79 0.06 -0.99
F 0.42178 5.13210 -0.76660 1.89 -0.63 0.73
F -0.55513 5.01720 -2.69016 -0.60 1.03 2.00
F -0.69958 6.85018 -1.34994 -0.11 -1.07 -0.63
C 6.94728 0.45576 0.08370 -0.07 0.24 0.46
F 7.19430 1.31449 -0.89826 -0.47 -0.23 -1.49
F 7.95286 -0.39316 0.15812 0.37 -1.26 -0.64
F 7.06110 1.19221 1.15217 -0.44 1.18 2.39
S 5.26313 -0.37595 0.08275 -0.43 0.85 -1.63
O 4.31103 0.72580 0.17918 1.04 -0.79 -0.03
O 5.30181 -1.13241 -1.15426 -0.10 0.45 0.78
N 5.27739 -1.19760 1.41212 -0.34 -1.21 -0.08
S 5.37656 -2.82091 1.29099 2.00 1.02 0.89
O 4.56841 -3.42093 0.29279 -1.03 -0.29 0.07
O 6.74821 -3.26098 1.36955 -0.39 0.02 0.28
C 4.67951 -3.24761 3.00066 0.09 -1.81 -0.95
F 4.68741 -4.62073 3.06878 0.43 0.77 -0.03
F 5.36128 -2.79709 4.04471 -0.02 0.29 -0.30
F 3.41059 -2.92094 3.09306 -0.64 0.82 0.24
```
Forces are in eV/Å.

Frontier orbital gap ... 9.51 eV
Total charge ... -2
Molar mass ... 901.44 g mol⁻¹
Spin multiplicity ... 1
F_max ... 3.15 eV/A

Entry 3:
3 unconnected molecules or ions with the total composition C5H14NO. Source: OMol25; level of theory: ωB97M-V with the def2-TZVPD basis set.

```
21
Properties=species:S:1:pos:R:3:forces:R:3
C 0.74065 -0.32485 1.93994 -0.02 -1.17 0.89
C -0.17958 -0.01157 0.78993 0.14 0.24 -0.26
C 0.37705 1.06760 -0.17465 -0.46 0.33 0.11
C 1.44945 0.35325 -0.90638 0.67 0.15 0.55
C 2.78175 0.44968 -0.82581 -0.55 0.09 -0.92
N -3.17668 -0.20407 0.00106 0.44 -0.09 -0.67
H 1.77328 -0.01271 1.81310 -0.03 0.35 0.04
H 0.80862 -1.39619 2.15687 -0.08 0.00 -0.36
H 0.34046 0.05556 2.88460 0.19 0.45 -0.21
H -1.19406 0.30659 1.16101 0.18 0.25 -0.48
H -0.43400 1.40227 -0.82421 0.04 0.06 -0.04
H 0.86138 1.93732 0.28446 -0.26 0.05 -0.01
H 0.98619 -0.49202 -1.51233 -0.89 -0.91 0.13
H 3.29658 1.07411 -0.10230 -0.04 -0.43 0.43
H 3.37392 -0.05568 -1.57977 0.19 0.23 -0.12
H -0.48607 -0.84276 0.14299 0.39 -0.31 0.72
H -2.48550 -0.48910 -0.69615 0.20 -0.36 0.20
H -4.02724 -0.72867 -0.17688 -0.08 -0.02 0.27
H -0.77501 -1.76388 -2.43682 0.65 0.27 0.37
H -3.36017 0.76203 -0.21240 -0.37 0.46 0.12
O -0.67103 -1.08688 -1.72626 -0.31 0.34 -0.74
```
Forces are in eV/Å.

Frontier orbital gap ... 4.51 eV
Total charge ... +1
Molar mass ... 104.17 g mol⁻¹
Energy relative to the best compared isomer or geometry (same formula, charge and spin) ... 209.2 kcal per mole
Spin multiplicity ... 1
F_max ... 1.47 eV/A